ORCA calculation (ωB97M-V/def2-TZVPD) on the molecule C2H7OP.

Summary:
**LUMO**: 0.8 eV
**HOMO-LUMO gap**: 9.92 eV
**SMILES**: CCPO
**Total energy**: -496.962145 Ha
**HOMO energy**: -9.10 eV
**Multiplicity**: 1

Cartesian coordinates (Å):
C 0.149580 0.701801 -1.145059
C -0.378285 0.733036 0.305187
P 0.383781 -0.584747 1.354622
O -0.548554 -1.719071 0.601102
H -0.374214 1.307686 -1.934585
H 1.227852 0.901192 -1.069618
H 0.273735 -0.349162 -1.449523
H -1.351525 0.408292 0.480012
H -0.266992 1.621899 0.933791
H 1.550429 -0.521597 0.642423
H -0.665806 -2.499330 1.281648

Forces on the atoms, in the same order (eV/Å):
C 0.6 -0.3 0.4
C 1.7 0.3 0.7
P -1.1 1.0 0.4
O 0.0 -3.5 2.2
H 0.6 -0.6 1.0
H -0.3 1.0 -0.3
H -1.0 0.2 -0.2
H -2.1 -0.1 -0.4
H 0.1 0.5 -0.8
H 1.2 -0.6 -0.7
H 0.3 2.2 -2.2

Atom charges from the Mulliken analysis, given in e for atoms 1 to 4: C -0.997; C -0.537; P 0.132; O -0.510